This record from OMol25 describes C5H10N2 in the gas phase at a distorted geometry. The level of theory is ωB97M-V with the def2-TZVPD basis set.

The geometry in XYZ format:
```
17
Properties=species:S:1:pos:R:3
C -0.1935 0.5189 -0.0710
C 0.7869 -0.7083 0.5988
C -0.9851 0.3457 -1.3348
C 1.4394 0.4880 -0.4915
C -0.7490 -0.6352 1.0733
N 2.2942 1.4193 -0.2015
N -1.6014 -1.5523 0.6689
H -0.2430 1.4438 0.4823
H 2.1154 1.8578 0.7027
H -2.2964 -1.7213 1.3906
H 0.8725 -1.6350 0.0523
H 1.3955 -0.5251 1.4704
H 1.5540 -0.0069 -1.4531
H -0.8222 -0.1470 2.0479
H -0.8161 1.1924 -2.0025
H -2.0444 0.2380 -1.0810
H -0.7067 -0.5728 -1.8519
```

Calculated values
DFT total energy = -305.8049 a.u.
Max |F| = 1.61 eV Å⁻¹
Energy relative to the best compared isomer or geometry (same formula, charge and spin) = 5.9579 eV
Frontier orbital gap (alpha / beta) = 6.957 / 6.962 eV
HOMO (alpha / beta) = -7.012 / -7.016 eV

Table of Löwdin atomic charges, one value per atom, all in e: -0.244 -0.033 -0.064 -0.344 -0.378 0.036 0.019 0.150 0.037 0.027 0.139 0.135 0.122 0.131 0.092 0.081 0.093